Here is a cluster of 2 separate species, C5H12NP in total from OMol25. Energies are from ωB97M-V/def2-TZVPD.

```
19
Properties=species:S:1:pos:R:3:forces:R:3
C -1.217 -1.422 1.126 0.27 -0.37 0.60
C -1.456 -0.694 0.100 1.36 0.27 -0.58
C -2.364 -0.029 -0.805 -0.25 0.16 -0.11
C 1.337 1.447 0.896 -0.09 -0.13 -0.29
C 0.964 1.169 -0.558 -0.06 0.33 0.22
N 0.790 -0.208 -0.921 -2.11 0.62 -0.34
P 1.518 -1.417 -0.113 0.89 -1.01 0.21
H -0.176 -1.747 1.323 -0.23 0.11 0.08
H -1.934 -1.779 1.853 -0.35 0.00 -0.02
H -1.853 0.741 -1.384 -0.01 0.02 0.00
H -3.180 0.438 -0.247 -0.06 0.01 -0.08
H -2.774 -0.759 -1.504 -0.05 0.06 -0.05
H 1.447 2.514 1.072 0.06 0.12 0.05
H 0.565 1.056 1.554 -0.09 -0.02 0.14
H 2.274 0.949 1.132 0.17 0.05 0.17
H 0.035 1.702 -0.808 0.19 0.03 -0.03
H 1.742 1.585 -1.213 -0.03 0.01 -0.05
H 1.394 -2.362 -1.140 0.04 -0.44 -0.02
H 2.886 -1.183 -0.362 0.35 0.17 0.11
```
Forces are in eV/Å.

- E_LUMO (spin up / spin down): 0.50 / -0.14 eV
- DFT total energy: -16153.6144 eV
- HOMO energy (spin up / spin down): -7.8 / -7.5 eV

Mulliken population analysis, charges in e, atoms 1 to 2: number 1, C, carries -0.62; number 2, C, carries 0.50



Here is a cluster of 2 separate species, C5H12NS in total from OMol25. Energies are from ωB97M-V/def2-TZVPD.

```
19
Properties=species:S:1:pos:R:3:forces:R:3
C -3.122 -0.083 -1.041 0.74 0.82 0.84
C -1.900 -0.051 -0.107 -0.98 -0.10 -0.54
C -1.333 -1.205 0.246 0.96 0.41 0.74
H -2.884 0.483 -1.963 -0.36 -0.29 0.35
H -3.299 -1.126 -1.257 -0.38 -0.19 -0.35
H -3.998 0.365 -0.529 0.30 -0.18 -0.48
H -1.588 0.968 0.238 0.21 -1.29 -0.23
H -0.422 -1.180 0.872 -0.67 0.05 -0.18
H -1.719 -2.202 -0.003 -0.09 0.55 -0.33
C 2.172 0.250 -0.266 -0.71 -0.26 -1.65
C 2.282 -0.361 1.123 -0.42 0.40 -0.05
S 1.002 0.341 2.163 -0.17 0.19 1.30
N 1.629 1.646 -0.432 0.79 -0.51 -0.05
H 1.380 -0.347 -0.774 0.62 0.16 0.05
H 3.140 0.043 -0.805 -0.85 0.72 0.11
H 3.294 -0.230 1.477 0.41 0.15 0.56
H 2.099 -1.437 1.045 0.23 -0.07 -0.21
H 2.323 2.393 -0.325 -0.12 -0.60 0.30
H 0.945 1.732 0.338 0.48 0.03 -0.18
```
Forces are in eV/Å.

- E_LUMO: 3.87 eV
- DFT total energy: -17704.5205 eV
- Charge: -1
- HOMO energy: -2.5 eV

Mulliken population analysis, charges in e, atoms 1 to 2: number 1, C, carries -1.01; number 2, C, carries 0.36



Here is the ion C5H12NS with charge -1 from OMol25. Energies are from ωB97M-V/def2-TZVPD.

```
19
Properties=species:S:1:pos:R:3:forces:R:3
C 1.610 -0.422 -0.496 0.26 1.54 -0.77
N 0.640 0.467 0.212 -0.38 2.22 -2.77
C -0.622 -0.250 0.141 -1.09 -1.69 1.23
C -1.831 0.579 -0.169 -0.83 0.54 0.43
S -3.477 -0.203 0.027 0.20 -0.36 -0.06
C 3.066 0.152 -0.533 -2.13 -1.08 -0.32
C 3.612 -0.104 0.852 2.29 0.45 -0.26
H 1.286 -0.532 -1.554 -0.04 -0.45 0.49
H 1.597 -1.402 0.039 -0.01 0.63 -0.54
H 0.348 1.375 -0.413 1.75 -2.57 1.58
H -0.715 -0.748 1.137 -0.46 0.07 -0.75
H -0.655 -1.022 -0.633 0.45 -0.34 0.04
H -1.824 1.367 0.582 0.05 0.76 -0.35
H -1.797 0.948 -1.216 0.40 0.18 0.60
H 3.024 1.201 -0.848 0.05 -0.08 0.34
H 3.552 -0.399 -1.380 0.20 0.34 1.03
H 2.998 0.186 1.694 -0.52 0.54 -0.25
H 3.736 -1.187 0.989 0.46 0.23 -0.10
H 4.589 0.458 0.923 -0.65 -0.93 0.42
```
Forces are in eV/Å.

- E_LUMO: 3.43 eV
- DFT total energy: -17704.6498 eV
- Charge: -1
- SMILES: CCCNCC[S-]
- HOMO energy: -2.3 eV

Mulliken population analysis, charges in e, atoms 1 to 2: number 1, C, carries -0.64; number 2, N, carries -0.41



Here is the ion C5H12NS with charge -1 from OMol25. Energies are from ωB97M-V/def2-TZVPD.

```
19
Properties=species:S:1:pos:R:3:forces:R:3
C -1.125 -0.130 0.312 0.39 0.07 0.87
N 0.248 -0.319 -0.111 0.31 0.03 -1.11
C 0.424 -0.947 -1.450 0.48 1.90 1.42
C 1.862 -1.407 -1.630 -0.48 -1.66 -0.67
S 2.148 -2.959 -0.660 0.06 0.38 0.03
C -1.142 0.790 1.548 1.01 -0.92 -0.57
C -0.534 2.147 1.202 -0.88 1.32 2.43
H -1.563 -1.100 0.546 -0.55 -0.19 0.09
H -1.772 0.381 -0.413 0.47 -0.29 -0.52
H 0.795 -0.928 0.492 -0.40 -0.11 0.53
H 0.194 -0.097 -2.115 -0.27 -0.64 -0.51
H -0.196 -1.842 -1.544 -0.25 0.13 -0.42
H 1.854 -1.670 -2.698 0.55 -0.01 0.04
H 2.689 -0.727 -1.444 -0.42 0.56 0.09
H -0.528 0.292 2.309 -0.16 0.08 0.03
H -2.155 0.864 1.927 -0.21 0.18 0.15
H 0.158 2.187 0.375 -0.27 -0.10 -0.37
H -1.338 2.905 1.263 0.09 -0.17 -1.32
H -0.019 2.559 2.090 0.55 -0.56 -0.23
```
Forces are in eV/Å.

- E_LUMO: 3.68 eV
- DFT total energy: -17705.1421 eV
- Charge: -1
- SMILES: CCCNCC[S-]
- HOMO energy: -2.4 eV

Mulliken population analysis, charges in e, atoms 1 to 2: number 1, C, carries -0.79; number 2, N, carries -0.15



Q: Which energy relative to the best compared isomer or geometry (same formula, charge and spin) values were calculated for the entries above? A: 4.417, 1.270, 1.141, 0.649, in eV.
Q: Which F_max values were calculated for the entries above? A: 2.23, 1.82, 3.57, 2.90, in eV/Å.